No. 1
Computed, not measured: a molecular structure, C45H60BN5O3P2STa, with wB97M-V/def2-TZVPD.

The geometry in XYZ format:
```
118
Properties=species:S:1:pos:R:3:lowdin_charge:R:1
Ta 0.2175 0.5759 -0.1138 1.823
C 0.4642 -0.9108 7.1657 -0.039
C 1.1890 -1.4866 6.1323 -0.054
C 0.9277 -1.1280 4.8211 -0.099
C -0.0602 -0.1875 4.5426 -0.363
C -0.7904 0.3898 5.5791 -0.072
C -0.5197 0.0257 6.8882 -0.041
P -0.2838 0.3816 2.8149 1.089
C -1.9002 1.2275 2.8677 -0.404
C -2.0647 2.5951 2.6889 -0.081
C -3.3337 3.1455 2.7001 -0.052
C -4.4430 2.3339 2.8750 -0.058
C -4.2841 0.9650 3.0487 -0.063
C -3.0180 0.4105 3.0377 -0.100
C 1.0149 1.6589 2.6702 -0.402
C 1.7440 2.2417 3.7008 -0.037
C 2.8333 3.0404 3.3890 -0.024
C 3.1804 3.2543 2.0608 -0.055
C 2.4349 2.6791 1.0398 -0.190
C 1.3507 1.8564 1.3269 -0.385
H 0.6652 -1.1918 8.1886 0.122
H 1.9566 -2.2132 6.3505 0.116
H 1.4930 -1.5673 4.0101 0.090
H -1.5570 1.1219 5.3721 0.111
H -1.0807 0.4813 7.6916 0.122
H -1.1950 3.2211 2.5633 0.083
H -3.4567 4.2114 2.5827 0.118
H -5.4297 2.7692 2.8699 0.123
H -5.1449 0.3283 3.1912 0.122
H -2.8828 -0.6565 3.1654 0.116
H 1.4797 2.0550 4.7302 0.119
H 3.4242 3.4805 4.1772 0.125
H 4.0347 3.8718 1.8233 0.123
H 2.7094 2.8656 0.0059 0.089
C 5.8059 0.1262 -2.6789 -0.011
N 4.8452 0.3949 -1.6254 -0.128
C 5.4800 0.3634 -0.3174 -0.017
C 3.5028 0.3505 -1.7353 -0.401
N 2.6988 0.1193 -0.7468 0.090
N 2.9874 0.6476 -2.9924 0.173
C 1.7000 0.6439 -3.4625 -0.480
N 1.6094 0.7886 -4.7994 0.197
N 0.6605 0.5403 -2.6908 0.071
H 6.6016 0.8714 -2.6388 0.111
H 5.3847 0.1272 -3.6797 0.087
H 6.2488 -0.8580 -2.5036 0.103
H 6.4023 0.9399 -0.3766 0.110
H 5.7318 -0.6596 -0.0321 0.071
H 4.8518 0.8177 0.4469 0.089
H 3.2011 -0.2025 0.0768 0.057
H 3.6919 0.8460 -3.6896 0.135
H 2.4202 0.8547 -5.3945 0.129
H 0.7128 0.8278 -5.2569 0.130
H -0.2063 0.5273 -3.2235 0.071
C 0.3038 4.9903 0.5513 -0.229
P -0.1977 3.7499 -0.7226 0.863
C 0.7880 4.3801 -2.1546 -0.250
C -1.8460 4.4407 -1.1491 -0.242
H 0.0939 5.9933 0.1798 0.066
H 1.3652 4.9114 0.7704 0.031
H -0.2544 4.8409 1.4723 0.037
H 0.5584 5.4342 -2.3130 0.060
H 0.5253 3.8299 -3.0552 0.034
H 1.8550 4.2728 -1.9666 0.036
H -1.7599 5.5110 -1.3315 0.063
H -2.5362 4.2695 -0.3274 0.041
H -2.2338 3.9478 -2.0346 0.040
O 0.2053 -1.5915 0.0361 -0.708
S -0.2695 -2.8084 0.8524 1.068
C -1.6729 -3.5113 -0.1052 -0.239
C -1.3398 -4.0274 -1.4702 -0.304
C -0.8055 -3.1865 -2.4446 -0.080
C -0.5735 -3.6620 -3.7227 -0.066
C -0.8734 -4.9760 -4.0462 -0.049
C -1.3977 -5.8191 -3.0814 -0.040
C -1.6195 -5.3522 -1.7976 -0.026
C 0.9563 -4.1460 0.5054 -0.220
C 2.3093 -3.6371 0.1373 -0.283
C 2.7691 -3.7749 -1.1666 -0.017
C 4.0818 -3.4669 -1.4773 -0.054
C 4.9395 -3.0175 -0.4877 -0.090
C 4.4671 -2.8109 0.8004 -0.079
C 3.1544 -3.1133 1.1097 -0.042
H -2.3965 -2.6982 -0.1534 0.070
H -2.0651 -4.3061 0.5308 0.117
H -0.5752 -2.1567 -2.2011 0.085
H -0.1712 -3.0034 -4.4777 0.106
H -0.7006 -5.3403 -5.0454 0.117
H -1.6399 -6.8401 -3.3284 0.121
H -2.0304 -6.0166 -1.0518 0.125
H 0.5565 -4.7739 -0.2895 0.093
H 1.0044 -4.7142 1.4353 0.117
H 2.1187 -4.1830 -1.9264 0.118
H 4.4469 -3.6280 -2.4801 0.115
H 5.9846 -2.8682 -0.7107 0.113
H 5.1311 -2.4599 1.5763 0.118
H 2.7994 -3.0041 2.1243 0.112
C -4.8036 -1.2434 -0.6062 0.015
C -3.7583 -0.5081 -1.4336 -0.412
C -3.5623 -1.2315 -2.7645 0.010
O -2.4795 -0.5736 -0.7197 0.021
B -1.9363 0.6639 -0.6373 -0.828
O -2.7145 1.6129 -1.1718 0.049
C -4.0023 1.0425 -1.5747 -0.414
C -5.0539 1.5989 -0.6169 0.015
C -4.3089 1.5018 -2.9944 0.008
H -4.5981 -2.3104 -0.6101 0.091
H -5.7912 -1.1049 -1.0317 0.109
H -4.8020 -0.8918 0.4206 0.088
H -3.3006 -2.2703 -2.5806 0.083
H -2.7708 -0.7785 -3.3554 0.088
H -4.4817 -1.2170 -3.3369 0.107
H -4.8010 1.3735 0.4155 0.068
H -6.0359 1.1986 -0.8466 0.105
H -5.0953 2.6794 -0.7253 0.102
H -3.4925 1.2861 -3.6762 0.086
H -4.4714 2.5755 -2.9932 0.097
H -5.2061 1.0111 -3.3593 0.107
```

## Properties
- Energy above the lowest of the compared OMol25 structures with the same formula, charge and spin: 33.9 kcal per mole
- Total charge: +3
- HOMO-LUMO gap: 0.231 hartree
- E_LUMO: -9.28 eV
- DFT total energy: -92852.022 eV
- Largest force on an atom: 4.92 eV Å⁻¹
- E_HOMO: -15.6 eV

No. 2
Computed, not measured: 8 unconnected molecules or ions with the total composition C45H61BI2N10O4S3, with wB97M-V/def2-TZVPD.

The geometry in XYZ format:
```
126
Properties=species:S:1:pos:R:3:lowdin_charge:R:1
C -3.9359 -1.9391 -1.8420 -0.134
C -3.0919 -1.1150 -0.6562 -0.138
B -1.8732 -0.2777 -1.4267 -0.413
O -1.5300 -0.7995 -2.7971 -0.051
C -1.0540 1.0029 -0.7568 -0.327
C -0.7519 2.3125 -1.7526 -0.649
I -2.4739 2.8082 -3.0397 0.971
C 0.6799 2.2175 -2.5409 -0.758
C 0.6655 1.3475 -3.9282 -0.205
I 1.4275 4.2746 -2.9778 0.728
N -2.1512 1.6094 0.1435 0.039
C -2.0306 1.1893 1.6045 -0.201
O -2.8131 1.6388 2.5903 -0.052
C -0.7882 0.0723 1.6823 -0.151
C -0.0767 -0.1060 3.1481 -0.141
C -0.0359 -1.6551 3.7102 -0.226
C 0.7432 -2.7076 2.6784 -0.485
S 2.5767 -2.3249 2.6668 0.809
C 3.4747 -3.2981 1.3048 -0.929
S 5.1420 -3.6620 1.5424 0.631
N 2.7291 -3.7072 0.0255 -0.190
C 3.3306 -3.2298 -1.3122 -0.035
C 2.2461 -3.8045 -2.4085 -0.088
N 1.2013 -4.5613 -1.6028 -0.050
C 1.4470 -4.5401 -0.1020 -0.062
C 0.0840 0.6632 0.4121 -0.497
S 1.1123 -0.6953 -0.3647 0.800
C 1.0911 1.8563 0.9087 -0.091
O 2.4541 1.3637 1.2991 -0.253
O 3.2821 1.7149 0.3445 -0.088
H -4.1172 -1.2394 -2.7911 0.093
H -4.9876 -2.2319 -1.4136 0.082
H -3.3241 -2.8980 -2.2024 0.091
H -3.8832 -0.4198 -0.1440 0.105
H -2.6497 -1.9467 0.0599 0.115
H -1.1540 -1.7296 -2.6118 0.122
H -0.6533 3.2321 -0.9973 0.083
H 1.5373 1.7422 -1.8599 0.068
H 0.6947 0.1660 -3.7592 0.089
H 1.6963 1.5889 -4.4807 0.063
H -0.1746 1.6313 -4.6914 0.045
H -3.1092 1.6472 -0.2675 0.086
H -1.3070 -0.9621 1.4846 0.133
H -0.7180 0.5247 3.9304 0.139
H 1.0166 0.3077 3.2267 0.102
H -1.1104 -2.0697 3.9869 0.121
H 0.6323 -1.6440 4.6929 0.112
H 0.5321 -3.7896 3.0905 0.091
H 0.2079 -2.6308 1.6394 0.045
H 4.2909 -2.5797 -1.4952 0.118
H 2.3079 -3.6305 -3.5869 0.112
H 0.8471 -5.0280 0.7812 0.135
H 0.4332 -1.9236 -0.4111 -0.084
H 0.6422 2.3167 1.9038 0.165
H 1.2658 2.7191 0.1384 0.131
H 3.7054 0.9124 -0.0875 0.132
N -1.7463 0.4810 -7.0701 0.010
C -0.6653 0.2099 -7.8679 -0.156
C -0.8227 0.9022 -9.0478 -0.124
C -2.0386 1.6209 -8.9559 -0.103
C -2.5865 1.3448 -7.7233 -0.131
H -1.8996 0.1036 -6.1440 0.142
H 0.1205 -0.4520 -7.5293 0.107
H -0.1354 0.8918 -9.8837 0.090
H -2.4679 2.2704 -9.7078 0.095
H -3.5007 1.6871 -7.2568 0.109
N 2.6076 1.4874 -8.5072 0.012
C 3.1078 2.2176 -9.5537 -0.139
C 4.3033 2.7714 -9.1534 -0.117
C 4.5352 2.3557 -7.8205 -0.117
C 3.4740 1.5616 -7.4476 -0.144
H 1.7362 0.9735 -8.5157 0.097
H 2.5708 2.2817 -10.4906 0.105
H 4.9402 3.4052 -9.7567 0.090
H 5.3852 2.6080 -7.1997 0.090
H 3.2611 1.0454 -6.5210 0.093
N 7.9123 -2.0710 2.8419 -0.014
C 8.4703 -2.7518 3.8924 -0.144
C 9.1020 -1.8371 4.7051 -0.116
C 8.9134 -0.5589 4.1274 -0.116
C 8.1729 -0.7324 2.9795 -0.143
H 7.3893 -2.4904 2.0842 0.051
H 8.3716 -3.8262 3.9708 0.105
H 9.6395 -2.0656 5.6162 0.091
H 9.2778 0.3865 4.5081 0.091
H 7.8113 -0.0199 2.2502 0.103
N -5.2676 3.6670 3.2120 0.007
C -6.4948 3.0623 3.1297 -0.164
C -7.4548 4.0492 3.1046 -0.113
C -6.7825 5.2931 3.1681 -0.114
C -5.4329 5.0275 3.2307 -0.138
H -4.3790 3.1848 3.2518 0.108
H -6.5799 1.9844 3.0977 0.103
H -8.5237 3.8905 3.0455 0.092
H -7.2341 6.2767 3.1675 0.091
H -4.5783 5.6884 3.2882 0.106
N -5.9738 2.0846 -0.1954 0.015
C -7.0475 1.2401 -0.0838 -0.139
C -7.4778 0.9285 -1.3542 -0.111
C -6.6299 1.6041 -2.2641 -0.112
C -5.7086 2.3080 -1.5214 -0.193
H -5.4573 2.4802 0.5795 0.126
H -7.4136 0.9353 0.8875 0.100
H -8.3114 0.2832 -1.5992 0.092
H -6.6851 1.5793 -3.3448 0.092
H -4.8899 2.9481 -1.8222 -0.012
N -0.9510 -4.5938 6.0847 -0.004
C -0.7837 -5.9434 5.9139 -0.145
C -2.0107 -6.4892 5.6093 -0.114
C -2.9500 -5.4307 5.5897 -0.113
C -2.2680 -4.2712 5.8838 -0.155
H -0.2174 -3.9383 6.3209 0.142
H 0.1912 -6.3988 6.0251 0.105
H -2.2077 -7.5365 5.4202 0.093
H -4.0097 -5.5059 5.3828 0.093
H -2.6064 -3.2471 5.9683 0.104
N 3.6701 0.7409 4.9530 0.004
C 3.6568 0.1962 6.2106 -0.147
C 3.7350 1.2260 7.1214 -0.116
C 3.7916 2.4347 6.3873 -0.114
C 3.7469 2.1059 5.0510 -0.140
H 3.6288 0.2177 4.0880 0.110
H 3.5945 -0.8749 6.3493 0.102
H 3.7486 1.1183 8.1982 0.091
H 3.8572 3.4372 6.7901 0.091
H 3.7644 2.7247 4.1637 0.106
```

## Properties
- SMILES: CCB(O)[C@@]1([C@H](I)[C@@H](C)I)NC(=O)[C@H](CCCSC(=S)n2ccnc2)[C@]1(S)COO.c1cc[nH]c1.c1cc[nH]c1.c1cc[nH]c1.c1cc[nH]c1.c1cc[nH]c1.c1cc[nH]c1.c1cc[nH]c1
- HOMO-LUMO gap: 0.232 hartree
- E_LUMO: -1.90 eV
- DFT total energy: -120112.765 eV
- Largest force on an atom: 7.65 eV Å⁻¹
- E_HOMO: -8.2 eV